No. 1
ORCA calculation (wB97M-V/def2-TZVPD) on a single CH2ClFOS molecule at a distorted geometry.

Cartesian coordinates (Å):
F1 -0.203 1.751 0.462
S1 -0.738 -0.801 0.368
O1 0.246 -1.878 0.474
C1 0.469 0.649 0.144
H1 1.425 0.674 0.831
H2 0.790 0.700 -0.931
Cl1 -1.989 -1.095 -1.346

Results
maximum force	0.0498	hartree/bohr
lowest unoccupied orbital energy	-0.0245	hartree
HOMO level	-10.03	eV
charge	0
frontier orbital gap	9.4	eV

No. 2
ORCA calculation (wB97M-V/def2-TZVPD) on a 7-piece molecular cluster, C41H80N3O8 overall.

Cartesian coordinates (Å):
C1 -2.806 4.363 -5.074
C2 -1.330 0.489 4.034
H1 4.971 -1.734 8.397
C3 3.123 1.681 -2.243
O1 1.497 2.133 2.746
H2 -0.259 -8.385 -2.140
N1 -0.995 1.059 0.711
C4 5.105 2.612 -0.858
H3 3.583 5.520 3.796
H4 -1.767 1.264 -1.239
H5 -1.075 -5.238 -5.730
H6 -2.248 2.558 1.529
H7 -0.995 -1.987 -4.318
H8 -2.943 -3.301 -4.860
H9 0.388 3.641 1.790
C5 -2.351 0.362 -5.931
H10 3.178 2.057 -0.115
H11 -0.773 -2.828 -2.770
H12 -1.531 3.309 -6.456
C6 -1.847 1.577 1.794
H13 -1.574 2.752 -0.344
H14 -5.705 -2.159 6.627
C7 1.793 -6.226 -0.697
H15 1.962 -0.737 9.961
H16 -3.108 1.083 -5.617
N2 0.381 1.363 2.508
C8 -5.831 0.041 6.683
C9 -1.080 1.810 -0.586
H17 -3.916 3.926 -7.800
H18 -0.070 0.187 -2.405
H19 4.449 4.257 -2.656
H20 3.429 3.920 4.531
C10 1.653 -7.482 -1.555
H21 3.976 -2.654 10.381
H22 -4.501 1.349 7.800
H23 1.158 4.203 4.173
C11 -1.680 4.331 -6.099
H24 -1.969 -5.359 -2.822
C12 -3.811 -1.123 6.285
H25 -2.851 3.458 -4.465
O2 5.753 2.728 -2.098
H26 1.027 2.419 -0.764
C13 -2.010 0.456 -7.411
H27 -2.702 -0.642 -5.671
H28 4.149 0.681 -0.630
H29 -1.776 -0.321 3.452
C14 -0.165 -0.040 4.749
H30 -2.672 -0.144 -8.031
C15 0.790 -0.478 5.328
C16 2.037 -2.848 9.446
C17 1.731 4.478 3.284
H31 3.937 -2.708 7.336
H32 2.247 -0.203 -1.597
C18 0.189 2.101 -1.391
H33 0.108 -8.499 -0.410
H34 -3.130 -3.218 -3.104
H35 -6.245 0.034 5.672
C19 1.388 3.474 2.199
C20 -2.160 -5.051 -3.852
H36 -0.993 2.590 3.579
H37 4.833 3.600 -0.462
H38 -0.734 4.695 -5.698
H39 2.614 -5.578 -1.002
C21 2.086 0.550 -2.374
H40 0.112 -4.981 -0.028
H41 -0.518 -1.111 -7.374
C22 -0.940 1.632 3.064
H42 0.341 1.601 -6.281
C23 0.202 -7.867 -1.299
H43 0.772 -0.014 -5.678
C24 -3.725 4.806 -7.177
C25 3.228 4.504 3.633
C26 3.553 -3.034 9.449
O3 -0.501 -6.642 -1.073
H44 3.825 4.063 2.830
C27 -1.080 -2.954 -3.818
H45 3.870 1.573 -3.030
C28 0.429 -5.575 -0.888
H46 -2.950 -5.681 -4.258
C29 0.226 0.855 1.261
H47 5.822 2.191 -0.149
N3 1.153 0.149 0.675
O4 -0.196 -3.881 -4.443
O5 -4.016 4.481 -5.815
O6 3.026 -1.079 8.227
H48 2.104 3.550 1.372
H49 -5.003 -1.405 8.062
H50 6.161 4.717 -2.511
C30 -0.027 0.580 -6.126
H51 0.951 -0.327 -0.189
C31 5.479 3.916 -2.814
H52 5.614 3.705 -3.874
H53 2.637 2.649 -2.409
H54 0.005 0.304 -8.294
C32 0.627 1.033 -2.428
H55 -0.102 2.992 -1.953
H56 0.990 -1.148 8.536
H57 -3.873 -1.429 5.234
C33 -2.253 5.199 -7.217
H58 1.941 -6.499 0.350
H59 3.869 -4.068 9.328
H60 1.565 -3.080 10.399
O7 -1.136 0.618 -5.219
H61 -4.775 1.885 6.133
C34 -0.558 -0.020 -7.421
C35 -0.872 -5.125 -4.660
H62 2.093 0.111 1.041
H63 1.581 -3.475 8.676
H64 -0.218 -5.939 -4.345
C36 -2.476 -3.558 -3.906
O8 -3.504 0.274 6.345
H65 -4.393 5.605 -7.498
H66 -2.132 6.256 -6.974
C37 3.858 1.702 -0.902
H67 -2.708 5.227 -4.407
H68 -1.798 5.019 -8.190
H69 2.350 -8.275 -1.289
H70 1.648 -0.813 5.866
H71 -6.632 0.291 7.377
C38 1.911 -1.376 9.075
H72 1.394 5.460 2.945
H73 -2.689 0.922 2.013
H74 -2.038 0.862 4.778
H75 0.420 -4.934 -1.778
H76 -3.003 -1.679 6.759
H77 0.492 1.469 -3.419
C39 -5.151 -1.293 6.986
C40 -4.659 1.008 6.772
H78 2.274 0.014 -3.307
H79 1.802 -7.235 -2.608
H80 -2.072 1.492 -7.752
C41 3.972 -2.153 8.280

Results
maximum force	0.0172	hartree/bohr
lowest unoccupied orbital energy	-0.0963	hartree
HOMO level	-11.09	eV
charge	+1
frontier orbital gap	8.5	eV

No. 3
ORCA calculation (wB97M-V/def2-TZVPD) on a single C2H3N3O2 molecule at a distorted geometry.

Cartesian coordinates (Å):
C1 0.566 -0.875 -0.013
C2 -0.169 1.287 0.871
N1 0.534 0.567 1.704
H1 -1.522 0.218 -1.376
N2 0.027 0.482 -0.245
O1 -0.702 0.741 -1.442
N3 0.732 -2.084 -0.509
H2 -0.776 2.131 1.165
H3 0.499 -1.774 -1.472
O2 0.811 -0.693 1.316

Results
maximum force	0.1231	hartree/bohr
lowest unoccupied orbital energy	0.0114	hartree
SMILES	[H]/N=c1/oncn1O
HOMO level	-9.16	eV
charge	0
frontier orbital gap	9.5	eV

No. 4
ORCA calculation (wB97M-V/def2-TZVPD) on a single C4H8O2 molecule.

Cartesian coordinates (Å):
O1 0.215 1.280 1.170
H1 -1.181 0.087 -1.527
H2 1.142 0.982 1.443
C1 -1.159 0.273 -0.451
O2 1.919 -0.437 0.432
C2 1.455 0.311 -0.593
H3 1.244 -0.181 -1.570
H4 2.060 1.218 -0.818
C3 0.141 0.776 -0.013
H5 -1.411 -0.909 1.361
C4 -0.999 -1.067 0.362
H6 0.074 -1.303 0.491
H7 -1.478 -1.897 -0.152
H8 -2.022 0.864 -0.135

Results
maximum force	0.0108	hartree/bohr
lowest unoccupied orbital energy	-0.0024	hartree
HOMO level	-8.18	eV
charge	0
frontier orbital gap	8.1	eV

No. 5
ORCA calculation (wB97M-V/def2-TZVPD) on a 2-piece molecular cluster, C22H36F5IN5O6 overall at a distorted geometry.

Cartesian coordinates (Å):
H1 7.590 -2.721 1.004
C1 -3.160 -0.198 -0.071
H2 -0.167 1.677 0.362
H3 -4.427 5.778 5.312
C2 0.544 1.062 0.921
H4 1.490 1.583 1.069
I1 2.990 -6.185 -1.484
H5 3.079 2.695 -1.608
H6 3.424 -2.166 -3.995
C3 0.707 -0.255 0.159
H7 0.649 -0.321 -3.060
C4 3.247 -1.804 -2.980
H8 6.783 -2.979 -0.540
O1 -5.800 5.710 3.853
C5 0.993 -5.563 -0.978
C6 0.427 -0.849 -2.135
C7 6.698 -2.471 0.423
F1 -5.008 0.843 0.799
N1 -1.017 -0.561 -1.838
H9 0.452 -2.539 -3.435
C8 -3.690 3.566 2.745
F2 -2.311 0.172 0.855
F3 -5.397 -1.009 -0.110
H10 2.324 -3.699 -2.784
H11 -1.742 -3.098 -2.797
H12 2.465 -2.915 -1.230
O2 0.586 -5.853 0.054
H13 -2.903 6.708 3.456
H14 -3.254 -2.306 -0.317
H15 -6.289 4.686 2.118
F4 -4.426 -0.889 1.819
O3 3.836 -1.359 -0.081
H16 6.493 -0.536 1.329
N2 -3.120 5.928 2.842
C9 6.648 -0.944 0.326
C10 4.658 -1.221 -0.907
H17 -2.679 4.545 4.336
O4 0.818 1.871 -2.011
N3 -2.721 -1.486 -0.601
O5 0.362 -1.266 0.671
H18 -4.331 3.785 1.891
H19 5.293 -1.215 -2.910
H20 3.325 1.466 -0.302
H21 5.070 -2.836 -2.317
H22 3.722 1.079 -1.992
C11 4.637 -1.833 -2.287
H23 -1.459 -0.241 -2.703
H24 -0.880 -5.304 -1.956
C12 -3.507 4.773 3.659
H25 0.483 -4.860 -2.958
H26 -7.633 5.322 3.064
H27 -5.091 4.173 5.050
C13 -1.736 -1.656 -1.413
H28 -6.779 3.879 3.642
F5 -3.321 0.695 -0.997
H29 0.067 0.845 1.873
C14 -4.735 5.075 4.534
N4 -1.530 -2.975 -1.809
C15 0.079 -4.784 -1.941
H30 -2.725 3.247 2.346
H31 2.941 -0.758 -3.030
H32 -4.121 2.722 3.289
C16 1.621 1.147 -1.549
C17 0.750 -2.338 -2.392
C18 3.047 1.643 -1.343
H33 5.851 -2.871 0.985
H34 -3.950 6.238 2.341
C19 -4.546 -0.372 0.644
C20 -6.657 4.841 3.135
H35 0.141 -3.247 -0.465
O6 5.736 -0.404 -0.653
N5 1.300 -0.220 -1.129
H36 7.642 -0.617 0.014
C21 -0.100 -3.297 -1.528
C22 2.241 -2.733 -2.284

Results
maximum force	0.0755	hartree/bohr
lowest unoccupied orbital energy	-0.1596	hartree
HOMO level	-10.80	eV
charge	+1
frontier orbital gap	6.5	eV

No. 6
ORCA calculation (wB97M-V/def2-TZVPD) on a single C10H18N2O3 molecule at a distorted geometry.

Cartesian coordinates (Å):
C1 -0.098 -0.302 -0.026
H1 -1.346 -0.028 -2.512
C2 -2.934 -1.702 -0.502
C3 2.341 -0.195 -0.296
H2 -0.829 1.437 -2.120
H3 -3.942 -2.072 -0.183
C4 1.250 1.745 -0.510
H4 2.935 0.300 -1.074
H5 -2.524 0.717 2.006
H6 0.414 2.434 -0.403
H7 1.756 1.945 -1.430
C5 -2.664 -0.289 0.041
H8 -1.349 1.310 0.064
C6 -1.380 0.384 -0.453
O1 0.024 -1.143 0.872
H9 -2.918 -1.756 -1.584
H10 3.045 2.734 0.368
H11 -2.196 -2.375 -0.084
O2 1.910 -2.608 -0.218
C7 2.279 1.976 0.668
C8 2.812 -1.634 -0.284
O3 4.027 -1.746 -0.452
H12 3.999 0.513 0.941
H13 2.448 0.088 1.826
H14 -3.836 -0.526 1.945
H15 -3.413 0.339 -0.496
H16 1.773 2.412 1.568
N1 1.003 0.301 -0.584
N2 -1.505 0.754 -1.866
C9 -2.835 -0.248 1.616
H17 -2.171 -1.007 1.966
H18 1.064 -2.321 0.242
C10 2.861 0.562 0.955

Results
maximum force	0.0500	hartree/bohr
lowest unoccupied orbital energy	0.0162	hartree
SMILES	CC(C)[C@H](N)C(=O)N1CCC[C@H]1C(=O)O
HOMO level	-9.64	eV
charge	0
frontier orbital gap	10.1	eV